No. 1
# C4H28N2O11

10 unconnected molecules or ions with the total composition C4H28N2O11 in a non-equilibrium geometry (wB97M-V/def2-TZVPD, the Open Molecules 2025 dataset).

Geometry (Å):
C1 -2.3255 -1.2982 -0.4536
N1 -2.0426 0.2388 -0.4203
C2 -2.0853 0.8521 0.8058
O1 -2.5926 0.0613 1.9448
O2 -1.8571 2.0144 0.9497
C3 -1.1854 -2.3469 -0.1707
N2 0.0825 -2.5748 -0.7885
C4 0.1166 -2.8196 -2.2563
H1 -2.3867 -1.3920 -1.5437
H2 -3.2514 -1.3957 0.1544
H3 -1.7969 0.6372 -1.2403
H4 -2.6825 0.8477 2.6133
H5 -1.7954 -3.3012 -0.2457
H6 -0.8980 -2.0688 0.8500
H7 0.8017 -2.0980 -0.3480
H8 -0.8068 -2.7657 -2.7030
H9 0.8234 -3.6046 -2.5272
H10 0.4637 -2.0180 -2.8417
H11 0.7602 -4.4551 0.9216
H12 1.3141 -4.6228 -0.4651
O3 1.3436 -4.9106 0.4660
H13 2.1638 -1.1172 1.0463
H14 2.5648 -2.0767 2.2371
O4 1.8420 -1.7011 1.8682
H15 0.5896 0.1769 -1.8758
H16 1.9348 0.8298 -2.1611
O5 0.9818 1.0845 -2.1550
H17 4.1814 -1.0494 2.7816
H18 3.9466 0.4489 2.7847
O6 3.7048 -0.3907 3.2440
H19 -1.1545 4.0784 -0.8646
H20 -2.4455 3.4292 -1.0704
O7 -1.8058 3.8804 -1.5233
H21 -3.0019 2.1620 -3.4421
H22 -1.5335 2.0236 -3.1032
O8 -2.3978 1.4967 -3.0658
H23 2.8486 2.3458 1.6349
H24 2.1502 0.9278 1.8093
O9 2.9643 1.4517 1.4417
H25 2.7501 0.3833 0.0660
H26 3.6464 -0.2610 -0.7148
O10 2.7271 -0.3777 -0.4978
H27 -1.0357 3.9083 0.9306
H28 0.5244 3.7753 0.9209
O11 -0.1699 4.4260 0.7408

Values from the calculation:
Kohn-Sham gap, eV: 8.5
HOMO level, eV: -8.806
LUMO level, hartree: -0.0118
Energy, eV: -30102.4770
Energy relative to the best compared isomer or geometry (same formula, charge and spin), kcal/mol: 125.7
Molar mass, g mol⁻¹: 280.3

No. 2
# C56H56F8O4S2

10 unconnected molecules or ions with the total composition C56H56F8O4S2 in a non-equilibrium geometry (wB97M-V/def2-TZVPD, the Open Molecules 2025 dataset).

Geometry (Å):
F1 -2.7212 -3.0714 -3.5063
C1 -3.6447 -3.5816 -2.5433
C2 -4.7150 -4.4574 -2.8877
C3 -5.7104 -4.8326 -2.1161
C4 -5.7505 -4.3578 -0.8261
C5 -4.7466 -3.5982 -0.2815
C6 -3.5960 -3.2259 -1.1722
H1 -4.8489 -4.7614 -3.8682
H2 -6.6105 -5.3353 -2.4952
H3 -6.4712 -4.6713 -0.3123
H4 -4.6616 -3.4898 0.6073
H5 -2.8811 -2.5183 -0.7777
F2 4.5184 3.0661 -0.9079
C7 4.3559 1.9516 -1.6140
C8 3.5399 1.8956 -2.8182
C9 3.4725 0.6234 -3.4672
C10 4.1676 -0.4899 -2.9959
C11 4.9085 -0.3233 -1.8310
C12 4.9648 0.9097 -1.1801
H6 3.2577 2.8323 -3.1849
H7 2.8658 0.4350 -4.2750
H8 4.0885 -1.2945 -3.4775
H9 5.3666 -1.1025 -1.4865
H10 5.6385 0.8721 -0.1325
F3 -0.8921 6.9676 -4.8481
C13 -0.5709 6.0646 -3.8682
C14 0.8099 5.8654 -3.3688
C15 1.0853 5.0250 -2.2297
C16 0.0026 4.2924 -1.6308
C17 -1.3247 4.5763 -1.9857
C18 -1.6035 5.3773 -3.0486
H11 1.5814 6.4986 -3.5002
H12 2.1637 4.9963 -2.0036
H13 0.1950 3.8263 -0.6667
H14 -2.1200 4.2530 -1.4615
H15 -2.7232 5.4198 -3.3711
F4 -6.1997 -0.8917 2.4218
C19 -5.7094 -0.0821 1.4816
C20 -6.0581 -0.3470 0.1429
C21 -5.5760 0.4625 -0.8844
C22 -4.6744 1.5460 -0.5214
C23 -4.4534 1.8726 0.8410
C24 -4.8822 0.9479 1.7259
H16 -6.7710 -1.1045 -0.0088
H17 -5.9977 0.2611 -1.9117
H18 -4.2981 2.1103 -1.1531
H19 -3.8200 2.7901 1.1023
H20 -4.4332 1.1820 2.6998
F5 2.1179 0.3487 5.2093
C25 1.3201 1.1833 6.0007
C26 1.7329 1.6318 7.2829
C27 0.9515 2.5460 7.9711
C28 -0.1200 3.1163 7.3279
C29 -0.5166 2.6861 6.0762
C30 0.2731 1.6930 5.3591
H21 2.4592 1.1500 7.7722
H22 1.0813 2.9717 9.0781
H23 -0.4535 3.9435 8.0374
H24 -1.3235 3.2049 5.4801
H25 0.0957 1.3663 4.3786
F6 5.7183 5.7420 3.5059
C31 4.5609 5.1543 2.9922
C32 4.5479 3.9428 2.4896
C33 3.4233 3.3681 1.8202
C34 2.3208 4.2047 1.6869
C35 2.2723 5.5585 2.2878
C36 3.4025 6.0107 2.8476
H26 5.3906 3.1124 2.8029
H27 3.2633 2.4722 1.3546
H28 1.4661 4.0143 1.2682
H29 1.3799 6.1344 1.9811
H30 3.4962 7.1772 3.1358
F7 2.2530 -1.9517 -8.0426
C37 1.4181 -2.1986 -7.0153
C38 1.8915 -1.8044 -5.7673
C39 1.1729 -2.0917 -4.5803
C40 -0.0304 -2.8919 -4.6622
C41 -0.5275 -3.2647 -5.9723
C42 0.2216 -2.8339 -7.1385
H31 2.9677 -1.3058 -5.8293
H32 1.6620 -1.9585 -3.8138
H33 -0.3689 -3.4422 -3.7575
H34 -1.4187 -4.1012 -6.0378
H35 -0.2132 -3.2414 -7.9321
F8 0.7561 -3.0443 -0.0708
C43 1.9692 -3.4576 -0.4001
C44 2.2475 -4.1724 -1.5957
C45 3.5811 -4.6254 -1.8977
C46 4.6103 -4.2682 -1.0485
C47 4.4463 -3.4567 0.0970
C48 3.1627 -3.1405 0.4512
H36 1.4563 -4.5671 -2.2345
H37 3.7907 -5.0553 -2.9593
H38 5.5523 -4.5291 -1.3267
H39 5.0652 -3.1220 0.8976
H40 2.8821 -2.6300 1.3367
C49 -1.0446 -0.4047 -1.4484
C50 0.3970 -0.0003 -1.6709
C51 0.8548 0.7702 -0.5529
S1 -0.4826 0.8963 0.6312
O1 -1.1415 2.1247 0.2618
O2 -0.0698 0.6633 1.9746
C52 -1.4369 -0.4815 0.0090
H41 -1.2391 -1.2673 -1.9283
H42 -1.8736 0.3216 -1.7078
H43 0.6871 0.4604 -2.5909
H44 1.0041 -0.8747 -1.8889
H45 1.3551 1.5876 -0.5182
H46 1.4909 -0.0248 -0.0150
H47 -2.4110 -0.4001 0.0838
H48 -1.0249 -1.3363 0.4855
C53 -1.4918 -1.6101 4.1346
C54 -0.1833 -2.2767 3.6222
C55 -0.4017 -3.6829 3.6660
S2 -2.0510 -3.8934 3.0379
O3 -2.6857 -4.9524 3.6682
O4 -1.8894 -3.6697 1.5698
C56 -2.7430 -2.4151 3.5576
H49 -1.4531 -0.5932 3.9123
H50 -1.7453 -1.5483 5.1436
H51 0.5747 -2.0208 4.2710
H52 0.0490 -2.0104 2.5918
H53 -0.5256 -3.9865 4.6682
H54 0.2078 -4.3006 2.9117
H55 -3.5644 -2.1982 4.2511
H56 -3.0879 -1.8386 2.6204

Values from the calculation:
Kohn-Sham gap, eV: 9.4
HOMO level, eV: -8.992
LUMO level, hartree: 0.0161
Energy, eV: -110563.9451
Energy relative to the best compared isomer or geometry (same formula, charge and spin), kcal/mol: 98.0
Molar mass, g mol⁻¹: 1009.2

No. 3
# C31H78O21P5

6 unconnected molecules or ions with the total composition C31H78O21P5 in a non-equilibrium geometry (wB97M-V/def2-TZVPD, the Open Molecules 2025 dataset).

Geometry (Å):
C1 45.0963 12.2556 -14.0809
O1 44.8737 13.1631 -15.0897
H1 44.4410 11.3949 -13.9474
H2 46.0762 11.8316 -14.3006
H3 45.1342 12.8101 -13.1432
C2 50.5996 14.6666 -24.0643
C3 49.2544 15.3080 -23.7841
O2 49.4205 16.5083 -23.0764
P1 49.2561 16.5255 -21.4924
O3 47.9196 16.7169 -20.9980
O4 49.9502 15.1130 -20.9419
C4 49.2244 13.9461 -20.7539
C5 50.0244 12.7338 -21.2326
O5 50.3264 17.7019 -21.0423
C6 51.4842 18.0993 -21.8711
C7 52.7193 18.4044 -21.0514
H4 50.3054 13.7708 -24.6112
H5 51.2296 15.2106 -24.7681
H6 51.2263 14.5312 -23.1828
H7 48.8420 15.6274 -24.7412
H8 48.5759 14.5675 -23.3607
H9 48.9930 13.9674 -19.6889
H10 48.2124 14.0815 -21.1355
H11 50.1793 12.6376 -22.3072
H12 50.9560 12.6647 -20.6709
H13 49.3132 11.9310 -21.0383
H14 51.8167 17.3235 -22.5608
H15 51.4338 19.0954 -22.3108
H16 52.6570 19.2247 -20.3364
H17 52.8223 17.5193 -20.4236
H18 53.6729 18.5438 -21.5606
C8 48.1911 17.2386 -12.8388
C9 47.6800 17.7535 -11.5190
O6 47.1947 19.0792 -11.6486
P2 45.5448 19.2242 -11.7899
O7 45.0881 18.7406 -13.1686
O8 45.3348 20.8471 -11.3440
C10 45.6430 21.3031 -10.0487
C11 45.7896 22.8025 -9.9676
O9 44.9303 18.5402 -10.4197
C12 43.8473 17.5884 -10.5108
C13 42.6317 18.3268 -10.0010
H19 49.0218 17.8017 -13.2642
H20 48.6278 16.2422 -12.7708
H21 47.4576 17.1437 -13.6395
H22 46.9566 17.1744 -10.9451
H23 48.4157 17.9980 -10.7528
H24 44.9103 20.9587 -9.3188
H25 46.5338 20.7274 -9.7977
H26 45.2329 23.3004 -9.1736
H27 46.7768 23.1959 -9.7252
H28 45.3401 23.2887 -10.8334
H29 43.5785 17.1766 -11.4836
H30 44.1321 16.7508 -9.8741
H31 42.3758 19.1702 -10.6423
H32 41.7503 17.6878 -9.9468
H33 42.7865 18.7193 -8.9959
C14 49.5443 6.9709 -12.4159
C15 51.0863 7.0663 -12.6256
O10 51.3144 7.9944 -13.6962
P3 52.7180 8.0529 -14.4343
O11 53.0324 6.8569 -15.3112
O12 53.7997 8.2793 -13.2412
C16 55.1087 7.7359 -13.0564
C17 55.1435 6.4060 -12.3724
O13 52.7895 9.5192 -15.2080
C18 54.0191 10.0497 -15.7408
C19 53.9659 11.5764 -15.7593
H34 49.2725 6.9374 -11.3608
H35 49.0182 7.7651 -12.9455
H36 49.1217 6.0253 -12.7557
H37 51.6404 7.4231 -11.7575
H38 51.4679 6.0572 -12.7813
H39 55.6780 7.7509 -13.9858
H40 55.6947 8.4696 -12.5030
H41 54.5437 6.4782 -11.4651
H42 54.6917 5.6771 -13.0451
H43 56.1448 6.1319 -12.0400
H44 54.8871 9.5981 -15.2606
H45 54.0821 9.6774 -16.7633
H46 54.1449 12.1699 -14.8627
H47 54.8906 12.0051 -16.1456
H48 53.0855 11.9466 -16.2846
C20 33.5110 12.4952 -17.3578
C21 34.3622 13.7301 -17.8958
O14 35.7246 13.5013 -17.4981
P4 36.2962 13.4211 -15.9800
O15 37.6401 14.0050 -15.6085
O16 35.0926 14.1588 -15.1484
C22 35.1815 15.5578 -14.6988
C23 33.7920 16.1604 -14.6605
O17 36.1235 11.8370 -15.7144
C24 36.0928 11.3817 -14.3709
C25 37.4837 11.3544 -13.8160
H49 33.7986 11.5973 -17.9046
H50 33.4402 12.4101 -16.2734
H51 32.4829 12.7738 -17.5892
H52 34.3418 13.6683 -18.9838
H53 33.9494 14.6657 -17.5184
H54 35.5816 15.6792 -13.6922
H55 35.9044 16.0217 -15.3697
H56 33.1084 16.0283 -13.8219
H57 33.8022 17.2492 -14.7119
H58 33.3246 16.0702 -15.6410
H59 35.3699 11.9647 -13.8002
H60 35.6509 10.3860 -14.4089
H61 37.8301 12.3714 -13.6318
H62 37.3834 10.9460 -12.8103
H63 38.0865 10.7068 -14.4526
C26 38.3701 8.4254 -22.6552
C27 38.9778 9.8208 -22.2301
O18 40.1970 9.9793 -22.9824
P5 41.6775 10.0830 -22.2258
O19 41.9844 11.4784 -21.6399
O20 41.5030 8.9586 -21.1097
C28 42.5631 8.7827 -20.0083
C29 43.0549 7.3816 -20.1908
O21 42.7327 9.4013 -23.3035
C30 42.3415 8.4843 -24.3323
C31 43.6091 7.8551 -24.9553
H64 38.8269 7.6176 -22.0835
H65 37.2971 8.2906 -22.5188
H66 38.6284 8.2391 -23.6976
H67 38.3281 10.6302 -22.5631
H68 39.0952 9.7811 -21.1471
H69 43.3814 9.4289 -20.3261
H70 42.2385 8.8147 -18.9683
H71 42.4427 6.7332 -19.5640
H72 42.8727 7.1010 -21.2282
H73 44.1124 7.2518 -19.9606
H74 41.7656 7.7840 -23.7274
H75 41.7774 8.9417 -25.1451
H76 44.0007 8.7491 -25.4407
H77 44.3930 7.4488 -24.3162
H78 43.2912 7.1337 -25.7080

Values from the calculation:
Kohn-Sham gap, eV: 3.3
HOMO level, eV: -1.257
LUMO level, hartree: 0.0763
Energy, eV: -122859.8480
Molar mass, g mol⁻¹: 941.8
Net charge: -1

No. 4
# C35H65Br19N3O6

10 unconnected molecules or ions with the total composition C35H65Br19N3O6 in a non-equilibrium geometry (wB97M-V/def2-TZVPD, the Open Molecules 2025 dataset).

Geometry (Å):
C1 3.3541 1.2361 0.5489
C2 3.2328 2.4554 -0.3721
C3 2.5659 2.1746 -1.7157
C4 1.0440 2.0548 -1.6666
N1 0.5758 0.7354 -1.2349
C5 -0.6638 0.7371 -0.5349
Br1 -0.4409 1.6513 1.2450
C6 -1.8039 1.5572 -1.3203
O1 -2.6421 2.1766 -0.6416
O2 -1.7232 1.4610 -2.5473
N2 -1.1700 -0.5957 -0.2531
C7 -0.2532 -1.7151 -0.1889
C8 0.7360 -1.6216 0.9740
C9 1.2941 -2.9940 1.3286
C10 2.3031 -3.5496 0.3248
C11 3.4430 -2.5788 0.1001
O3 4.4768 -3.2366 -0.6804
C12 5.0128 -2.4098 -1.6146
C13 4.2673 -2.3492 -2.9190
O4 6.0292 -1.8058 -1.4260
N3 -2.3477 -0.8386 -0.9765
C14 -2.2142 -1.6895 -2.1098
C15 -3.0474 -2.9462 -2.1567
O5 -1.4064 -1.4747 -2.9687
C16 -3.5084 -1.0693 -0.1728
C17 -4.7258 -0.5334 -0.8482
O6 -3.4802 -1.5456 0.9276
H1 4.1818 1.3730 1.2447
H2 3.5968 0.3675 -0.0636
H3 2.4270 1.0653 1.0884
H4 2.7278 3.2818 0.1291
H5 4.2528 2.7833 -0.5879
H6 2.7807 3.0308 -2.3614
H7 2.9999 1.2913 -2.1903
H8 0.6539 2.8485 -1.0336
H9 0.6561 2.2455 -2.6694
H10 0.4687 0.1553 -2.0596
H11 -0.8216 -2.6318 -0.0266
H12 0.3255 -1.8646 -1.1107
H13 1.5331 -0.9268 0.7216
H14 0.2184 -1.1900 1.8309
H15 0.4874 -3.7056 1.5142
H16 1.8028 -2.8843 2.2900
H17 2.7326 -4.4610 0.7437
H18 1.8503 -3.7721 -0.6423
H19 3.0867 -1.7113 -0.4579
H20 3.8877 -2.2464 1.0375
H21 4.4858 -1.3935 -3.3840
H22 4.6691 -3.1303 -3.5635
H23 3.2018 -2.5017 -2.7773
H24 -2.5881 -3.7075 -1.5287
H25 -4.0830 -2.7931 -1.8675
H26 -3.0390 -3.2988 -3.1845
H27 -4.6005 -0.5019 -1.9255
H28 -4.8176 0.5053 -0.5266
H29 -5.6273 -1.0574 -0.5402
Br2 1.5874 0.2827 4.9138
C18 0.1916 -0.8948 5.5776
C19 0.7699 -2.1582 6.1601
Br3 1.3660 -3.3584 4.7526
H30 -0.4773 -1.0870 4.7441
H31 -0.3341 -0.3287 6.3432
H32 0.0149 -2.7080 6.7182
H33 1.6262 -1.9700 6.7995
Br4 0.6538 -7.0788 -0.4048
C20 1.7144 -8.4148 0.5279
C21 1.4171 -8.4321 2.0037
Br5 2.2311 -6.9255 2.9195
H34 2.7552 -8.1910 0.3184
H35 1.4466 -9.3671 0.0757
H36 1.8433 -9.3192 2.4669
H37 0.3532 -8.3895 2.2116
Br6 7.0088 3.4110 1.6886
C22 8.5402 2.2338 1.9219
C23 8.1955 0.7962 1.6432
Br7 7.1831 0.0036 3.1020
H38 8.8939 2.3838 2.9319
H39 9.2895 2.5902 1.2185
H40 9.1034 0.2018 1.5637
H41 7.5998 0.6677 0.7448
Br8 -3.8511 -0.4026 -4.8280
C24 -5.0538 0.9844 -5.4658
C25 -4.9748 2.2224 -4.6134
Br9 -5.9022 1.9981 -2.9203
H42 -6.0522 0.5594 -5.4879
H43 -4.7286 1.2070 -6.4798
H44 -5.4732 3.0541 -5.1076
H45 -3.9528 2.4996 -4.3677
Br10 11.5319 1.7265 3.6462
C26 12.2256 3.3925 4.3681
C27 11.3023 4.5454 4.0739
Br11 11.4199 5.1052 2.2163
H46 13.2138 3.5304 3.9427
H47 12.3088 3.2352 5.4409
H48 11.5835 5.4161 4.6615
H49 10.2611 4.3034 4.2615
Br12 -10.4759 0.9903 -3.4857
C28 -9.8640 2.6464 -2.6592
C29 -10.5832 3.8447 -3.2140
Br13 -9.9474 4.3133 -4.9925
H50 -8.7909 2.6964 -2.8073
H51 -10.0744 2.5341 -1.5980
H52 -10.3928 4.7199 -2.5967
H53 -11.6523 3.6864 -3.3049
Br14 -6.7410 5.1736 0.8835
C30 -5.0551 4.9788 -0.0891
C31 -4.0033 4.2730 0.7133
Br15 -3.2272 5.4200 2.0916
H54 -4.7562 5.9793 -0.3837
H55 -5.3008 4.3923 -0.9714
H56 -3.1729 3.9741 0.0798
H57 -4.3773 3.3930 1.2218
Br16 5.6443 -2.9929 5.3779
C32 7.4856 -2.6889 5.9157
C33 8.3933 -3.8006 5.4649
Br17 8.1911 -5.3976 6.5606
H58 7.4833 -2.5639 6.9935
H59 7.7762 -1.7547 5.4394
H60 9.4350 -3.5074 5.5723
H61 8.2028 -4.0983 4.4393
Br18 -13.7920 5.4808 -6.3132
C34 -14.3318 3.6184 -6.4463
C35 -15.1935 3.2057 -5.2828
Br19 -14.1381 2.9416 -3.6729
H62 -13.4212 3.0318 -6.5172
H63 -14.8901 3.5423 -7.3765
H64 -15.6656 2.2457 -5.4791
H65 -15.9541 3.9419 -5.0460

Values from the calculation:
Kohn-Sham gap, eV: 6.7
HOMO level, eV: -5.244
LUMO level, hartree: 0.0532
Energy, eV: -1384915.2888
Molar mass, g mol⁻¹: 2142.1
Net charge: -1